(1)
{
  "formula": "C32H49ClIN3O19P3S",
  "method": "wB97M-V/def2-TZVPD",
  "symbols": ["C", "C", "C", "C", "O", "C", "C", "C", "N", "P", "O", "O", "O", "C", "N", "P", "O", "Cl", "P", "O", "I", "N", "C", "C", "C", "C", "S", "O", "O", "O", "H", "H", "H", "H", "H", "H", "H", "H", "H", "H", "H", "H", "H", "H", "H", "H", "H", "H", "H", "O", "C", "O", "C", "C", "C", "H", "H", "H", "H", "H", "H", "O", "C", "O", "C", "C", "C", "H", "H", "H", "H", "H", "H", "O", "C", "O", "C", "C", "C", "H", "H", "H", "H", "H", "H", "O", "C", "O", "C", "C", "C", "H", "H", "H", "H", "H", "H", "O", "C", "O", "C", "C", "C", "H", "H", "H", "H", "H", "H"],
  "coordinates": [[-4.15498, -2.69013, -5.45376], [-3.29430, -1.86352, -5.57009], [-2.11809, -1.04529, -5.87858], [-1.54984, -0.28976, -4.62653], [-2.50821, -0.19389, -3.61147], [-1.95802, -0.27392, -2.32839], [-1.18432, 0.89495, -1.90025], [-0.61883, 1.89012, -1.55215], [-1.24629, -1.55106, -2.15540], [-2.48136, -2.82584, -2.07754], [-2.39249, -3.42869, -0.77222], [-2.19729, -4.00649, -3.14484], [-3.96652, -2.33271, -2.30320], [-0.30725, -1.76582, -3.17977], [0.50002, -2.79757, -3.06779], [0.64236, -3.87116, -1.59138], [0.51395, -2.82292, -0.39627], [2.63499, -4.48520, -1.41059], [1.54566, -3.26669, -4.45181], [3.04370, -2.82690, -3.95475], [1.42242, -5.71405, -4.63843], [-0.29672, -0.94623, -4.25278], [0.95289, -0.24923, -4.61567], [1.10468, 1.24984, -4.28787], [2.27168, 1.55581, -3.31386], [2.35126, 0.63300, -2.07998], [3.55996, 1.20979, -0.85934], [4.55697, 0.22678, -0.65550], [2.84130, 1.55820, 0.32186], [4.32823, 2.47243, -1.49403], [-5.03159, -3.27947, -5.57362], [-2.40084, -0.32994, -6.65345], [-1.30599, -1.63588, -6.30581], [-1.41281, 0.72780, -5.00109], [-2.79995, -0.27857, -1.63268], [-0.44043, 2.88215, -1.21288], [-1.97963, -3.64721, -4.02004], [-4.14469, -1.92568, -3.16915], [0.32393, -3.29763, 0.43721], [3.55305, -2.70292, -4.76824], [1.06079, -0.36640, -5.70018], [1.84902, -0.73217, -4.23018], [1.43173, 1.72943, -5.21661], [0.18818, 1.77977, -4.03557], [2.33013, 2.61909, -3.08638], [3.17518, 1.35476, -3.90101], [1.40710, 0.37816, -1.60516], [2.78900, -0.31078, -2.42175], [4.21937, 3.19677, -0.85784], [-2.16048, 3.92360, -2.80977], [-3.31142, 3.93785, -3.14842], [-4.21276, 4.80629, -2.65264], [-5.52824, 4.50303, -3.16775], [-5.27866, 3.72588, -4.44904], [-3.98017, 2.99387, -4.12842], [-6.06644, 3.91790, -2.42012], [-6.07015, 5.42823, -3.34272], [-6.10316, 3.06962, -4.72053], [-5.11419, 4.41761, -5.27686], [-4.16075, 2.03961, -3.63100], [-3.36169, 2.85072, -5.01214], [1.60470, -3.36859, 2.36503], [0.81387, -3.27592, 3.26373], [-0.50935, -3.48827, 3.09373], [-1.21116, -3.19726, 4.31999], [-0.16311, -3.32045, 5.41361], [1.10308, -2.87811, 4.69321], [-1.62452, -2.18899, 4.25045], [-2.02859, -3.90342, 4.44472], [-0.39194, -2.73303, 6.29934], [-0.06528, -4.36360, 5.71923], [1.24210, -1.79710, 4.73823], [1.98297, -3.38965, 5.06964], [8.04201, 2.04929, 4.20756], [6.92169, 1.94951, 3.80958], [5.91154, 2.76375, 4.21529], [4.66909, 2.32279, 3.64222], [5.05749, 1.51441, 2.41616], [6.39089, 0.91093, 2.84044], [4.13851, 1.72208, 4.38476], [4.05965, 3.18898, 3.39178], [4.31234, 0.77954, 2.13274], [5.21112, 2.18135, 1.56665], [6.26173, -0.03320, 3.37142], [7.06768, 0.78338, 2.00040], [-7.26163, 5.96022, -0.36952], [-6.33227, 6.33365, 0.28544], [-6.44896, 7.19528, 1.32154], [-5.14471, 7.53017, 1.82919], [-4.24151, 6.38796, 1.39076], [-4.87898, 5.96963, 0.07059], [-4.84184, 8.48811, 1.40099], [-5.19331, 7.62925, 2.91104], [-3.19453, 6.67420, 1.30686], [-4.30788, 5.56686, 2.10702], [-4.49327, 6.54436, -0.77075], [-4.77029, 4.90620, -0.11579], [2.17314, -3.27013, 7.74207], [2.89526, -4.22213, 7.80846], [4.21664, -4.16882, 7.52508], [4.78690, -5.48892, 7.58958], [3.84161, -6.28775, 8.47158], [2.49569, -5.64064, 8.16338], [4.84852, -5.88953, 6.57525], [5.79020, -5.42845, 8.00430], [3.87387, -7.35820, 8.27759], [4.09202, -6.12962, 9.52166], [2.01037, -6.09712, 7.29862], [1.82945, -5.65232, 9.02139]],
  "e_lumo_ev": -3.66,
  "charge": 1,
  "max_force_ev_per_a": 3.41
}

---

(2)
{
  "formula": "C32H49ClIN5O8P",
  "method": "wB97M-V/def2-TZVPD",
  "symbols": ["C", "C", "N", "C", "C", "C", "P", "O", "O", "C", "C", "O", "C", "C", "C", "N", "C", "I", "C", "C", "N", "C", "C", "C", "Cl", "C", "C", "C", "O", "C", "H", "H", "H", "H", "H", "H", "H", "H", "H", "H", "H", "H", "H", "H", "H", "H", "H", "H", "H", "H", "H", "H", "H", "H", "H", "H", "H", "H", "H", "H", "H", "H", "H", "H", "H", "H", "H", "H", "H", "C", "C", "C", "C", "C", "C", "N", "O", "O", "H", "H", "H", "H", "H", "C", "C", "C", "C", "C", "C", "N", "O", "O", "H", "H", "H", "H", "H"],
  "coordinates": [[-1.76595, -3.35394, 0.80822], [-1.05604, -2.42587, 0.61538], [-0.17791, -1.50139, 0.10952], [-0.74214, -0.14210, -0.04181], [-2.10694, -0.16950, -0.75684], [-3.23513, 0.31581, 0.15567], [-4.85379, -0.10004, -0.51583], [-4.78705, -0.94935, -1.71188], [-5.55811, -0.79478, 0.73531], [-6.90739, -1.25413, 0.50736], [-7.10223, -2.56920, 1.23710], [-5.58150, 1.30083, -0.71472], [-6.48410, 1.43976, -1.84641], [-6.71706, 2.92432, -2.08320], [1.04840, -1.80976, -0.24298], [1.51099, -3.09189, -0.01050], [2.02519, -3.34424, 1.38633], [0.88944, -4.81922, 2.46960], [3.49394, -3.77850, 1.28981], [3.74995, -5.23582, 0.89800], [1.92289, -0.91726, -0.86026], [1.53936, -0.41280, -2.20764], [0.56474, -1.27752, -2.98586], [1.16593, -2.58020, -3.48953], [-0.02313, -3.43309, -4.50417], [2.51207, 0.08450, 0.03890], [3.81314, 0.69503, -0.50714], [5.06644, 0.18405, 0.19910], [5.38742, 1.02338, 1.28362], [6.75661, 1.37863, 1.37250], [-2.36102, -4.22473, 0.98431], [-0.05837, 0.53408, -0.53002], [-0.89817, 0.24217, 0.96593], [-2.05426, 0.50716, -1.60833], [-2.32013, -1.15063, -1.17320], [-3.15704, 1.39583, 0.27814], [-3.14656, -0.11121, 1.15463], [-7.60797, -0.52501, 0.91202], [-7.10595, -1.38592, -0.55362], [-6.57679, -2.55487, 2.18880], [-8.15611, -2.74611, 1.43997], [-6.73050, -3.40530, 0.64849], [-6.06001, 0.99368, -2.73854], [-7.42829, 0.97077, -1.58338], [-7.50369, 3.30995, -1.44114], [-6.98217, 3.09024, -3.12461], [-5.79978, 3.47885, -1.89519], [2.32712, -3.19037, -0.60167], [1.99213, -2.43320, 1.97301], [3.90658, -3.63309, 2.28823], [4.02451, -3.10023, 0.62001], [3.79942, -5.88135, 1.76670], [4.71641, -5.31517, 0.40061], [3.01391, -5.61049, 0.18874], [1.16956, 0.61257, -2.11535], [2.45416, -0.33682, -2.79341], [-0.38041, -1.44625, -2.46944], [0.29537, -0.70608, -3.87437], [1.46846, -3.26005, -2.70266], [2.00328, -2.35800, -4.14423], [1.82669, 0.89340, 0.30448], [2.77415, -0.41957, 0.96952], [3.76657, 1.76857, -0.33697], [3.91569, 0.55579, -1.57951], [5.89262, 0.16418, -0.51488], [4.92522, -0.84318, 0.55662], [6.99739, 2.25137, 0.76264], [7.41771, 0.56029, 1.09409], [6.97114, 1.62046, 2.40904], [12.07545, -3.43119, 0.02061], [11.25450, -3.52164, 1.13711], [10.62873, -2.38968, 1.63268], [10.83688, -1.18116, 0.99395], [11.65440, -1.06903, -0.11528], [12.27705, -2.20658, -0.60205], [10.16443, 0.02171, 1.50701], [9.46190, -0.09696, 2.49152], [10.33937, 1.06476, 0.91269], [12.56117, -4.31778, -0.36442], [11.10272, -4.47513, 1.62339], [9.99286, -2.45053, 2.50306], [11.80687, -0.11305, -0.59321], [12.92035, -2.13714, -1.46789], [-8.88830, 7.66212, 2.43280], [-9.43585, 8.28019, 1.31669], [-9.86794, 7.51912, 0.24292], [-9.74449, 6.14414, 0.30934], [-9.19801, 5.50987, 1.40925], [-8.76706, 6.27954, 2.47722], [-10.21919, 5.33148, -0.82209], [-10.67650, 5.91408, -1.78039], [-10.12490, 4.12309, -0.72911], [-8.55712, 8.25966, 3.27161], [-9.52962, 9.35652, 1.28330], [-10.29541, 7.99206, -0.62831], [-9.11118, 4.43421, 1.43763], [-8.33999, 5.79983, 3.34685]],
  "e_lumo_ev": -3.69,
  "charge": 1,
  "max_force_ev_per_a": 1.38,
  "relative_energy_kcal_mol": 0.00
}